# 1
C3H4INO | wB97M-V/def2-TZVPD

XYZ file:
```
10
Properties=species:S:1:pos:R:3
O -2.575 2.225 0.725
H 0.948 -0.099 0.160
H 0.056 0.699 -2.170
H -0.057 0.500 1.443
N -0.749 0.931 -1.718
H -0.810 -1.024 0.471
I -3.890 -0.312 -0.033
C -0.088 -0.155 0.541
C -2.393 1.187 0.154
C -0.841 0.624 -0.502
```

Calculated values
Energy above the lowest of the compared OMol25 structures with the same formula, charge and spin   125.8 kJ/mol
SMILES   [H]/N=C(\C)C(=O)I
Highest occupied orbital energy   -9.2415 eV

=====

# 2
C3H4INOS | wB97M-V/def2-TZVPD

XYZ file:
```
11
Properties=species:S:1:pos:R:3
C -0.073 1.855 -0.223
S -0.058 -2.628 -0.914
H 0.065 2.673 0.617
C -0.104 0.565 0.560
N -1.286 -1.623 0.001
H 0.914 2.017 -0.718
H -0.984 2.105 -0.657
H 0.349 0.535 1.514
C -0.818 -0.521 0.294
O 0.811 -1.671 -1.548
I 1.184 -3.308 1.073
```

Calculated values
Energy above the lowest of the compared OMol25 structures with the same formula, charge and spin   221.7 kJ/mol
Highest occupied orbital energy   -9.1542 eV

=====

# 3
C3H4INOS | wB97M-V/def2-TZVPD

XYZ file:
```
11
Properties=species:S:1:pos:R:3
O 1.385 -3.238 0.029
H 3.350 1.995 -1.674
H -3.297 -0.452 -1.210
C 3.029 1.065 -1.482
H -1.986 -1.974 -1.203
C -2.328 -0.865 -1.037
S 2.379 -2.685 -0.870
H -2.275 -0.704 0.078
N 2.385 -1.193 -0.689
C 2.951 -0.091 -1.107
I -0.842 0.599 -1.632
```

Calculated values
Energy above the lowest of the compared OMol25 structures with the same formula, charge and spin   389.9 kJ/mol
Highest occupied orbital energy   -9.2440 eV

=====

# 4
C3H4InO3 | wB97M-V/def2-TZVPD

XYZ file:
```
11
Properties=species:S:1:pos:R:3
H -1.211 0.887 -1.497
O -0.156 -1.155 -0.103
C 1.067 -0.776 0.106
O 1.347 0.494 0.351
In 3.413 -0.062 0.282
H -2.391 1.352 -0.111
O 2.033 -1.503 -0.126
C -1.548 0.758 -0.466
H 0.529 1.132 0.306
H -1.813 -0.764 1.055
C -1.268 -0.364 0.201
```

Calculated values
Energy above the lowest of the compared OMol25 structures with the same formula, charge and spin   0.0 kJ/mol
Total charge   +3
Highest occupied orbital energy (spin up / spin down)   -27.3803 / -24.8015 eV

=====

# 5
C3H4IrLiO3 | wB97M-V/def2-TZVPD

XYZ file:
```
12
Properties=species:S:1:pos:R:3
H -0.328 1.903 0.244
Li 2.599 -1.868 0.976
Ir 0.061 -1.479 -1.178
C -2.549 -0.358 -0.590
O -1.828 -1.128 -1.248
H 1.756 0.859 0.603
C -0.237 0.896 -0.186
H 0.523 0.186 1.701
C 0.851 0.226 0.647
O 1.178 -1.090 0.221
O -2.054 0.657 0.021
H 0.025 1.196 -1.211
```

Calculated values
Energy above the lowest of the compared OMol25 structures with the same formula, charge and spin   18.4 kJ/mol
Total charge   +2
2S+1   5
Highest occupied orbital energy (spin up / spin down)   -18.2350 / -19.0897 eV
Expectation value of S²   6.02

=====

# 6
C3H4LiO2 | wB97M-V/def2-TZVPD

XYZ file:
```
10
Properties=species:S:1:pos:R:3
H -0.228 -0.356 -2.898
C -0.316 0.677 -1.049
H 0.766 1.167 -2.777
O 0.014 -0.264 -0.163
O -0.614 -1.169 5.064
H 0.710 -0.813 -1.026
Li -0.048 -0.344 1.734
H -0.203 1.688 -0.639
C 0.327 0.322 -2.240
C -0.407 -0.907 3.992
```

Calculated values
Total charge   +1
Highest occupied orbital energy   -13.2653 eV

=====

# 7
C3H4LiO3 | wB97M-V/def2-TZVPD

XYZ file:
```
11
Properties=species:S:1:pos:R:3
O -3.217 1.862 2.592
Li -0.521 2.026 -0.315
H -2.263 0.186 0.493
C -3.823 2.303 1.476
O -4.970 2.712 1.488
C -1.853 1.477 2.252
H 0.964 2.116 -1.379
H -1.558 0.394 2.541
O -3.103 2.086 0.404
H -1.207 2.277 2.642
C -1.864 1.159 0.816
```

Calculated values
Energy above the lowest of the compared OMol25 structures with the same formula, charge and spin   186.9 kJ/mol
Total charge   -1
Highest occupied orbital energy   -3.4959 eV

=====

# 8
C3H4LiO3Pb | wB97M-V/def2-TZVPD

XYZ file:
```
12
Properties=species:S:1:pos:R:3
O 0.535 1.025 0.060
H 0.229 0.523 -2.634
H -1.602 1.298 -0.191
Li 0.679 -2.099 1.882
O 1.476 -0.339 1.514
C 0.552 -0.117 0.721
H -0.480 2.518 -0.891
H -1.505 1.096 -2.667
O -0.381 -0.996 0.551
C -0.546 1.427 -0.815
Pb -1.486 -1.256 -1.113
C -0.704 0.638 -2.064
```

Calculated values
Energy above the lowest of the compared OMol25 structures with the same formula, charge and spin   0.0 kJ/mol
Total charge   +1
Highest occupied orbital energy   -12.7216 eV

=====

# 9
C3H4LiO3Rh | wB97M-V/def2-TZVPD

XYZ file:
```
12
Properties=species:S:1:pos:R:3
H 2.277 0.291 -3.754
Li -1.606 0.281 -0.861
O 0.381 0.225 -0.587
O 1.582 0.169 -3.080
Rh -3.497 -0.664 1.546
C 2.022 0.177 -1.885
H 1.557 0.332 1.093
O -1.808 -0.107 0.922
H -0.340 -1.214 1.905
C 0.539 0.247 0.678
C -0.584 -0.187 1.558
H -0.522 0.450 2.465
```

Calculated values
Energy above the lowest of the compared OMol25 structures with the same formula, charge and spin   204.0 kJ/mol
Total charge   +1
2S+1   6
Highest occupied orbital energy (spin up / spin down)   -9.6560 / -13.7608 eV
Expectation value of S²   8.77

=====

# 10
C3H4LiO4Rb | wB97M-V/def2-TZVPD

XYZ file:
```
13
Properties=species:S:1:pos:R:3
O -0.232 1.238 2.136
C -0.757 0.804 1.106
O -0.093 -0.454 -1.820
H 0.184 -2.418 -1.350
H 1.622 -0.440 0.624
H 1.926 -0.394 -0.890
Rb -2.398 4.400 2.908
C 0.839 -0.463 -0.157
H 1.795 -2.148 -1.208
O -1.515 1.512 0.376
C 0.867 -1.556 -1.193
Li -1.867 0.299 -1.111
O -0.371 -0.381 0.578
```

Calculated values
Energy above the lowest of the compared OMol25 structures with the same formula, charge and spin   556.3 kJ/mol
Total charge   +1
2S+1   2
Highest occupied orbital energy (spin up / spin down)   -12.0684 / -12.0396 eV
Expectation value of S²   0.78

=====

# 11
C3H4N | wB97M-V/def2-TZVPD

XYZ file:
```
8
Properties=species:S:1:pos:R:3
C -0.332 -0.440 0.001
H 1.604 -0.148 -0.690
H -0.573 -1.832 -0.426
C -1.411 0.322 0.120
H 1.489 -0.081 0.890
N 0.986 0.132 0.052
C -2.538 0.874 -0.085
H 0.773 1.173 0.139
```

Calculated values
Energy above the lowest of the compared OMol25 structures with the same formula, charge and spin   442.8 kJ/mol
Total charge   +1
Highest occupied orbital energy   -15.5870 eV

=====

# 12
C3H4N2 | wB97M-V/def2-TZVPD

XYZ file:
```
9
Properties=species:S:1:pos:R:3
H 0.623 -2.245 -0.253
H -1.065 1.657 -0.429
C 0.505 0.832 0.795
N 1.106 -0.329 0.806
H -1.294 -0.789 -1.420
N -0.542 0.804 -0.102
C -0.584 -0.446 -0.669
H 0.835 1.701 1.354
C 0.418 -1.184 -0.082
```

Calculated values
Energy above the lowest of the compared OMol25 structures with the same formula, charge and spin   18.8 kJ/mol
SMILES   c1c[nH]cn1
Highest occupied orbital energy   -8.9453 eV

=====

Going through the records in order, we get max |F| values of 3.850 5.022 3.694 5.060 4.621 5.333 2.660 4.424 3.063 4.784 6.001 2.116 eV/Å.